ORCA calculation (ωB97M-V/def2-TZVPD) on a molecular structure, C24H25IrN5O3.

Expectation value of S² = 0.77
Total charge = +2
ΔE to the lowest compared entry with this formula, charge and spin = 0.0 kJ/mol
2S+1 = 2
Maximum force = 0.110 eV Å⁻¹
Orbital gap (spin up / spin down) = 0.2398 / 0.1866 hartree

Last column: natural (NBO) charge in e.
Geometry (Å):
Ir 0.113 0.613 0.543  1.05
C -2.903 0.410 -1.928  -0.65
C -3.278 -0.439 -0.744  -0.04
C -4.189 -1.482 -0.864  -0.21
C -4.559 -2.230 0.246  -0.17
C -4.024 -1.949 1.495  -0.21
C -3.089 -0.934 1.661  -0.01
C -2.521 -0.613 3.015  -0.65
C -2.728 -0.207 0.522  0.12
N -1.735 0.817 0.661  -0.49
C -2.237 2.183 0.672  0.64
O -3.371 2.453 0.905  -0.44
C -1.147 3.157 0.356  0.09
C -1.257 4.521 0.168  -0.14
C -0.116 5.217 -0.224  -0.12
C 1.081 4.542 -0.451  -0.14
C 1.108 3.177 -0.236  0.09
N 0.018 2.544 0.180  -0.36
C 2.248 2.250 -0.525  0.64
O 3.304 2.596 -0.962  -0.48
N 1.868 0.879 -0.337  -0.65
C 2.796 -0.095 -0.617  0.42
C 4.080 -0.097 0.057  0.05
C 4.405 0.860 1.159  -0.66
C 4.975 -1.076 -0.289  -0.22
C 4.652 -2.033 -1.255  0.01
C 3.396 -2.043 -1.894  -0.20
C 2.449 -1.110 -1.587  0.00
C 1.158 -1.041 -2.342  -0.64
H -3.314 -0.006 -2.845  0.25
H -1.819 0.493 -2.049  0.21
H -3.306 1.420 -1.822  0.24
H -4.627 -1.695 -1.831  0.24
H -5.286 -3.024 0.139  0.24
H -4.343 -2.517 2.359  0.24
H -2.955 -1.263 3.772  0.24
H -2.739 0.418 3.299  0.24
H -1.436 -0.739 3.042  0.22
H -2.210 5.011 0.315  0.27
H -0.166 6.287 -0.377  0.26
H 1.971 5.051 -0.794  0.27
H 3.517 1.199 1.691  0.23
H 4.915 1.737 0.757  0.28
H 5.074 0.386 1.874  0.25
H 5.934 -1.122 0.209  0.25
H 5.378 -2.792 -1.518  0.25
H 3.203 -2.780 -2.662  0.25
H 1.146 -1.791 -3.130  0.25
H 1.029 -0.059 -2.801  0.24
H 0.301 -1.215 -1.691  0.23
N -0.950 -2.809 0.030  -0.80
C 0.058 -2.532 0.865  0.81
N 0.717 -3.540 1.446  -0.78
O 0.453 -1.354 1.108  -0.73
H -1.298 -3.751 -0.047  0.42
H -1.599 -2.070 -0.212  0.44
H 0.403 -4.493 1.387  0.42
H 1.450 -3.318 2.099  0.43

Atoms 1-6, force components in eV/Å:
Ir -0.1 -0.1 0.0
C 0.0 0.0 0.0
C 0.0 0.0 0.0
C 0.0 0.0 0.0
C 0.0 0.0 0.0
C 0.0 0.0 0.0